{
  "formula": "C23H47Cl3N4O8P2",
  "method": "the ωB97M-V functional and the def2-TZVPD basis",
  "symbols": ["C", "O", "P", "O", "O", "C", "O", "C", "H", "H", "H", "H", "H", "H", "H", "H", "H", "C", "O", "P", "O", "O", "C", "O", "C", "H", "H", "H", "H", "H", "H", "H", "H", "H", "Cl", "C", "Cl", "Cl", "H", "C", "C", "C", "C", "N", "H", "H", "H", "H", "H", "H", "H", "C", "C", "C", "C", "N", "H", "H", "H", "H", "H", "H", "H", "C", "C", "C", "C", "N", "H", "H", "H", "H", "H", "H", "H", "C", "C", "C", "C", "N", "H", "H", "H", "H", "H", "H", "H"],
  "coordinates": [[-2.66261, -2.23073, 1.41644], [-2.07887, -1.29426, 2.35613], [-2.88928, -0.75241, 3.58171], [-2.98051, -1.69347, 4.68023], [-2.20624, 0.54990, 3.91849], [-2.07949, 1.64109, 3.01981], [-4.24463, -0.26808, 2.98441], [-5.41076, -1.14447, 2.77451], [-1.82391, -2.47783, 0.76326], [-3.44363, -1.74003, 0.83009], [-3.06399, -3.13463, 1.88702], [-2.69950, 1.52800, 2.10994], [-1.03718, 1.77305, 2.68454], [-2.40955, 2.56431, 3.51401], [-6.17469, -0.83362, 3.48021], [-5.16467, -2.18070, 2.97337], [-5.75092, -0.96207, 1.75648], [4.41998, -0.18788, 0.96398], [4.08534, 0.95739, 1.81913], [2.71055, 1.58940, 1.65673], [1.56293, 0.74690, 1.96005], [2.84772, 2.85930, 2.54493], [1.64788, 3.60415, 2.89390], [2.64052, 2.10408, 0.19368], [3.58392, 3.14554, -0.27684], [5.30774, 0.08645, 0.39400], [3.58153, -0.45646, 0.31519], [4.66724, -1.01669, 1.62186], [1.95366, 4.35533, 3.62134], [0.86718, 2.96788, 3.32078], [1.22650, 4.08549, 2.00869], [4.27038, 2.73542, -1.01750], [4.20354, 3.52289, 0.54497], [2.98100, 3.94445, -0.69775], [-0.36375, 1.46885, -2.69171], [-0.39153, 1.20643, -0.94390], [-1.72504, 0.24320, -0.47608], [-0.32329, 2.80022, -0.16623], [0.51993, 0.69523, -0.65200], [3.20561, -1.47466, -3.36277], [2.33885, -0.34230, -3.94361], [2.88682, 1.07065, -3.66443], [4.30660, 1.17172, -3.67027], [5.44466, 1.27642, -3.61298], [4.21129, -1.47836, -3.77743], [2.73252, -2.41453, -3.65123], [3.26106, -1.48889, -2.26842], [1.32276, -0.41261, -3.53868], [2.20205, -0.52322, -5.00877], [2.56739, 1.37634, -2.66654], [2.48727, 1.83660, -4.32679], [-3.35047, 4.21048, -1.21951], [-2.69038, 5.26694, -0.38242], [-2.82655, 5.02594, 1.14227], [-4.24074, 4.87266, 1.58810], [-5.33083, 4.72641, 1.87157], [-3.29818, 4.50847, -2.26905], [-4.42251, 4.12888, -1.00423], [-2.87815, 3.23389, -1.13043], [-3.13408, 6.23291, -0.64919], [-1.63045, 5.32718, -0.65939], [-2.41191, 5.87710, 1.68794], [-2.26181, 4.15208, 1.47741], [0.56058, -4.96352, 1.75258], [0.49244, -3.79939, 2.70433], [1.38562, -2.62796, 2.30023], [1.23750, -2.22168, 0.91251], [1.13690, -1.91940, -0.17727], [1.61855, -5.25308, 1.68074], [0.11865, -4.71564, 0.77891], [0.01854, -5.83641, 2.13238], [0.79739, -4.13498, 3.71488], [-0.54051, -3.46274, 2.87254], [2.43259, -2.86332, 2.47787], [1.12708, -1.76153, 2.90068], [-0.97166, -2.72532, -2.72260], [0.03213, -3.85046, -2.85214], [-0.01275, -4.50025, -4.22808], [0.44235, -3.62627, -5.28327], [0.78008, -2.87361, -6.07561], [-1.96601, -3.17581, -2.77873], [-0.88423, -1.98377, -3.51767], [-0.91330, -2.22783, -1.75507], [-0.25220, -4.63622, -2.13980], [1.05060, -3.56954, -2.60766], [-1.00476, -4.87738, -4.49661], [0.67008, -5.35557, -4.22214]],
  "atomic_forces_ev_per_a": [[0.7, 0.5, 0.1], [0.3, -0.8, -1.3], [-0.9, -2.0, 0.2], [-0.2, -0.6, 0.7], [1.5, 2.3, 0.7], [0.0, 0.9, -1.0], [-2.0, -0.3, -0.8], [0.7, 1.0, 0.4], [-0.3, -0.2, -0.1], [0.0, 0.0, 0.1], [0.2, 0.2, 0.2], [0.2, -0.2, 0.5], [-0.3, -0.4, 0.3], [0.1, -0.4, 0.1], [-0.1, 0.0, 0.0], [0.1, -0.1, -0.1], [0.0, -0.2, 0.1], [0.1, 0.4, 0.4], [2.3, -1.4, 0.0], [-1.8, 0.1, 0.4], [-0.8, -0.6, 0.0], [-0.3, 1.1, 1.0], [0.2, -0.1, 0.0], [0.8, 1.2, -2.0], [-0.2, -0.6, 0.5], [-0.2, 0.0, -0.1], [0.2, 0.1, 0.1], [-0.1, 0.0, 0.0], [0.0, -0.1, -0.1], [0.4, -0.1, 0.0], [0.2, 0.0, 0.0], [-0.3, -0.2, -0.1], [-0.4, -0.1, 0.0], [0.0, 0.0, 0.0], [-0.2, 0.0, -0.2], [1.2, 0.5, -0.2], [-0.8, -0.2, 0.3], [-0.3, 0.0, 0.2], [0.0, -0.1, 0.0], [-0.5, -0.1, -0.1], [0.1, -0.4, 0.1], [-1.3, -0.2, 0.3], [0.8, 0.1, 0.0], [0.6, 0.0, 0.0], [0.1, 0.1, 0.0], [0.1, -0.1, 0.0], [0.0, 0.3, -0.1], [0.3, 0.1, 0.1], [0.3, 0.1, -0.1], [0.0, 0.0, 0.2], [-0.1, -0.1, -0.2], [-0.6, -0.2, -0.7], [0.0, 0.2, 0.4], [-0.3, 0.4, 0.1], [2.3, 0.1, -0.9], [-1.5, -0.2, 0.5], [0.1, -0.1, 0.0], [0.2, -0.1, 0.2], [-0.1, 0.0, 0.1], [0.1, 0.0, 0.3], [-0.1, 0.0, 0.3], [0.0, 0.0, 0.0], [-0.1, -0.1, -0.2], [0.1, -0.5, 0.0], [-0.6, -0.1, 1.0], [-0.3, 0.1, 0.4], [0.1, -0.5, 1.4], [-0.2, 0.5, -1.7], [-0.3, -0.1, -0.5], [0.4, -0.1, 0.1], [0.0, 0.2, 0.0], [0.1, 0.2, -0.5], [0.2, 0.1, -0.3], [0.1, 0.0, 0.0], [0.1, 0.3, 0.1], [-0.3, 0.0, 0.2], [-0.5, -0.4, 0.3], [0.4, -0.9, 0.1], [-0.2, 0.3, 0.0], [0.2, 0.3, -0.4], [-0.1, 0.2, -0.1], [0.1, 0.1, 0.0], [0.2, 0.0, -0.1], [0.2, 0.1, 0.0], [0.1, 0.3, 0.0], [0.0, 0.1, 0.2], [-0.2, -0.1, -0.1]],
  "lowdin_charge": [-0.111, -0.241, 0.211, -0.210, -0.158, -0.098, -0.215, -0.044, 0.060, 0.071, 0.098, 0.073, 0.060, 0.095, 0.089, 0.079, 0.089, -0.030, -0.182, 0.199, -0.214, -0.200, -0.060, -0.269, -0.028, 0.096, 0.066, 0.089, 0.093, 0.075, 0.066, 0.078, 0.092, 0.088, 0.600, -1.505, 0.674, 0.630, -0.015, -0.097, -0.245, -0.211, -0.270, 0.153, 0.070, 0.047, 0.059, 0.050, 0.098, 0.086, 0.120, -0.128, -0.280, -0.182, -0.235, 0.145, 0.079, 0.078, 0.029, 0.114, 0.085, 0.113, 0.067, -0.110, -0.258, -0.168, -0.222, 0.205, 0.084, 0.065, 0.077, 0.122, 0.096, 0.122, 0.114, -0.115, -0.267, -0.199, -0.244, 0.161, 0.080, 0.070, 0.009, 0.108, 0.084, 0.126, 0.122],
  "relative_energy_ev": 0.000,
  "total_energy_ha": -3788.9531,
  "smiles": "COP(=O)(OC)OC.COP(=O)(OC)OC.ClC(Cl)Cl.CCCC#N.CCCC#N.CCCC#N.CCCC#N",
  "charge": 0,
  "orbital_gap_ev": 10.6
}